Computed, not measured: a molecular structure, C16H41N3O7SSi3Ta at a distorted geometry, with ωB97M-V/def2-TZVPD.

Summary:
energy	-72054.9554	eV
molar mass	684.79	g/mol
strongest force on any atom	1.41	eV/Å
charge	+3

Each line ends with the Löwdin charge.
CARTESIAN COORDINATES (ANGSTROEM)
O: -3.64 -1.79 0.17  0.2953
H: 0.84 5.02 -0.14  0.0307
Ta: -0.34 -0.20 -0.18  1.8682
Si: -0.31 2.02 -2.25  0.7088
H: 1.19 -2.20 -2.85  0.0926
H: -2.06 3.09 -3.47  0.0795
H: 0.57 -0.49 5.31  0.1213
H: -3.51 1.23 -0.93  0.0025
H: 1.08 3.73 2.45  0.0554
H: 2.14 1.91 -2.80  0.0379
H: 1.60 -5.18 0.97  0.1083
H: -0.50 -1.77 -3.24  0.1072
C: 2.85 1.53 -0.31  -0.1730
C: -0.55 -5.02 1.26  -0.2827
H: 2.71 -2.59 2.29  0.1953
H: 0.10 0.50 3.89  0.0726
H: 0.85 -0.75 -3.82  0.0945
H: -0.79 -1.03 4.26  0.1161
S: -1.02 -4.01 -0.18  1.0553
H: 1.37 -6.63 -1.05  0.1351
H: 1.31 3.32 -3.47  0.0706
O: 0.43 -0.59 -1.82  -0.4439
C: 1.21 2.25 -3.26  -0.1357
C: -0.32 1.85 -0.44  -0.6010
H: 0.89 1.99 2.66  -0.0025
H: -1.10 3.30 2.69  0.0328
H: -4.03 1.58 0.71  0.0536
H: -4.19 2.78 -0.54  0.0631
H: -1.65 4.70 -1.25  0.0428
C: 0.70 -5.80 0.87  -0.2082
H: -0.46 -4.33 2.10  0.0978
C: -1.84 2.66 2.23  -0.1559
C: 1.45 2.76 2.12  -0.1523
H: 1.72 4.38 -1.53  0.0331
C: 0.06 -4.93 -1.31  -0.2897
C: -1.87 4.57 -0.19  -0.1514
N: -2.71 -1.11 0.07  -0.4679
H: 3.47 1.28 0.55  0.0487
C: 1.29 -1.15 2.27  -0.4788
N: 2.38 -1.87 0.32  0.0825
O: -2.15 -0.74 -1.05  -0.1273
H: 3.34 -1.61 0.13  0.1264
H: -1.18 5.18 0.38  0.0392
H: -1.40 -5.67 1.44  0.1127
C: 0.49 -1.39 -3.02  -0.0384
C: 0.49 -6.20 -0.58  -0.1997
H: 2.50 2.69 2.42  0.0619
Si: 1.43 2.63 0.26  0.4882
C: 1.62 4.33 -0.45  -0.1412
H: 3.49 2.09 -0.99  0.0550
H: 1.07 1.77 -4.23  0.0642
C: -1.85 2.03 -3.24  -0.1236
C: -3.53 2.00 -0.17  -0.1572
H: -1.68 1.63 2.59  0.0231
H: -0.46 -5.08 -2.25  0.1052
C: 0.16 -0.50 4.30  0.0828
H: -2.87 4.98 -0.03  0.0629
O: 0.64 -0.29 1.57  -0.1456
H: 2.17 -2.78 -0.08  0.0862
H: 2.59 0.60 -0.82  -0.0023
O: -2.00 -0.63 1.04  -0.1076
H: -2.82 2.97 2.60  0.0667
H: -2.73 1.61 -2.79  0.0342
N: 2.19 -1.94 1.70  0.0782
Si: -1.92 2.79 0.37  0.4847
H: 2.56 4.72 -0.04  0.0721
O: -0.39 -2.62 0.04  -0.6512
H: 0.83 -6.66 1.52  0.1352
H: 0.91 -4.26 -1.48  0.0810
O: 1.14 -1.29 3.53  0.0748
H: -0.30 -6.95 -0.66  0.1334
H: -1.65 1.56 -4.21  0.0679